(1)
The following is a quantum chemistry calculation of a molecular structure, C7H13NO2PTi at a distorted geometry, from the OMol25 dataset.

XYZ file:
```
25
Properties=species:S:1:pos:R:3
C 1.13 1.42 -0.63
P 0.36 -1.78 0.77
C 0.44 1.89 3.70
H -0.48 -2.44 1.71
O -0.57 2.95 1.77
O -0.49 0.71 1.94
H 0.48 3.13 -1.70
H -0.56 2.02 -3.57
C -0.69 0.06 -2.73
H 1.65 -2.04 1.32
C -0.25 1.92 2.36
N -0.18 0.77 4.48
H 0.37 2.81 4.25
H 0.03 0.85 5.49
Ti -0.41 0.47 -0.09
H 1.49 1.65 3.55
H 0.17 -0.15 4.16
H 1.94 1.89 -0.08
C 0.41 2.04 -1.64
H -0.82 -1.85 -1.80
H 0.37 -2.83 -0.21
C -0.31 1.41 -2.70
C -0.61 -0.79 -1.66
H -1.12 -0.30 -3.68
H -1.21 0.76 4.37
```

Properties
- strongest force on any atom (eV Å⁻¹) = 2.49
- E (eV) = -45452.70224
- multiplicity = 2

---

(2)
The following is a quantum chemistry calculation of C7H13NO3 in the gas phase at a distorted geometry, from the OMol25 dataset.

XYZ file:
```
24
Properties=species:S:1:pos:R:3
H 2.89 0.62 -1.43
C -0.16 0.19 -0.01
C 1.33 0.00 -0.03
H 1.04 -2.14 -0.33
O -0.66 1.46 0.09
H 1.68 1.91 -1.25
H 1.19 -0.01 2.17
N -2.06 1.29 0.37
C -2.46 -0.27 0.03
O -3.09 -0.33 -1.18
C 1.84 0.75 -1.23
H 1.33 0.34 -2.13
H 2.46 -1.53 -0.95
H -2.50 1.80 -0.40
C 1.77 0.56 1.33
C -1.07 -0.80 -0.10
O -3.33 -0.71 1.01
H -3.46 0.14 1.65
H 2.06 -1.71 0.90
H 1.53 1.59 1.42
H -4.05 -0.19 -1.16
C 1.80 -1.46 -0.20
H -0.85 -1.86 0.12
H 2.78 0.36 1.33
```

Properties
- strongest force on any atom (eV Å⁻¹) = 5.84
- relative energy (zero: lowest compared OMol25 entry of this formula, charge and spin) (eV) = 4.448
- SMILES = CC(C)(C)C1=CC(O)(O)NO1
- E (eV) = -15098.96292

---

(3)
The following is a quantum chemistry calculation of C7H13NS in the gas phase at a distorted geometry, from the OMol25 dataset.

XYZ file:
```
22
Properties=species:S:1:pos:R:3
H -3.77 -0.30 0.55
C 2.98 1.21 -0.71
C -0.18 -1.98 0.08
S -2.32 1.52 -0.50
H -0.79 -2.75 -0.28
C 0.24 1.44 1.10
H 2.91 2.35 -0.67
C -0.47 -0.54 -0.10
H 3.40 0.76 0.28
H -3.39 -1.12 -1.12
H 1.62 -0.25 -1.76
H 3.51 0.93 -1.56
C 1.60 0.52 -0.89
C -2.94 -0.90 -0.06
H 0.88 -2.16 -0.45
C 0.61 0.48 0.02
N -1.79 -0.01 -0.02
H -0.07 -2.20 1.20
H -0.73 1.15 1.56
H -2.73 -1.91 0.53
H 0.36 2.43 0.94
H 1.05 1.30 1.87
```

Properties
- strongest force on any atom (eV Å⁻¹) = 4.97
- relative energy (zero: lowest compared OMol25 entry of this formula, charge and spin) (eV) = 3.947
- SMILES = C/C=C(C)/C(C)=[N+](/C)[S-]
- E (eV) = -19791.22320

---

(4)
The following is a quantum chemistry calculation of 2 unconnected molecules or ions with the total composition C7H13NS at a distorted geometry, from the OMol25 dataset.

XYZ file:
```
22
Properties=species:S:1:pos:R:3
C 1.61 0.73 1.44
H 2.48 0.31 1.12
H -0.72 -0.89 3.40
H -1.92 -0.22 -3.57
H -0.71 0.73 2.71
H 1.85 1.59 2.17
H 1.89 -2.10 1.11
S -2.64 2.00 -4.55
H -0.83 0.36 -4.86
C -0.04 -1.03 0.79
H 0.56 0.22 3.93
H -1.64 2.83 -4.88
C -1.37 0.69 -3.95
H 1.11 1.31 0.57
C 1.01 -1.78 1.60
N 0.02 -0.65 -1.70
H -0.73 1.08 -3.14
C -0.17 -0.02 3.14
C 0.07 -0.78 -0.55
C 0.67 -0.36 1.97
H 0.66 -2.64 2.17
H -1.14 -1.37 1.07
```

Properties
- strongest force on any atom (eV Å⁻¹) = 5.53
- relative energy (zero: lowest compared OMol25 entry of this formula, charge and spin) (eV) = 2.476
- SMILES = CC1(C)C[C@@H]1C#N.CS
- E (eV) = -19792.69422

---

(5)
The following is a quantum chemistry calculation of C7H13O2PSSe in the gas phase at a distorted geometry, from the OMol25 dataset.

XYZ file:
```
25
Properties=species:S:1:pos:R:3
O 1.02 -1.52 -0.30
C -2.70 2.32 0.35
C -1.18 -1.52 0.84
C -0.32 -1.89 -0.37
H -0.46 -1.02 1.41
H -0.31 -2.94 -0.51
H 2.39 -0.82 -2.73
H 1.64 -0.96 1.96
H -2.08 3.10 0.57
P -0.21 1.15 -0.46
H -1.68 -2.28 1.41
H 3.03 0.12 2.74
Se 2.99 0.19 0.15
C 2.17 0.04 1.94
H -0.74 -1.67 -1.48
O 0.55 2.31 0.05
H 1.73 0.70 -2.79
C 1.53 -0.30 -2.41
H 1.55 0.81 2.13
S -2.60 -0.51 0.27
H -3.05 2.54 -0.65
H -3.42 2.27 1.10
H 0.59 -0.86 -2.68
C -1.87 1.07 0.31
C 1.45 -0.31 -0.85
```

Properties
- strongest force on any atom (eV Å⁻¹) = 4.83
- relative energy (zero: lowest compared OMol25 entry of this formula, charge and spin) (eV) = 1.794
- E (eV) = -97030.76779

---

(6)
The following is a quantum chemistry calculation of C7H14 in the gas phase at a distorted geometry, from the OMol25 dataset.

XYZ file:
```
21
Properties=species:S:1:pos:R:3
H 2.09 0.60 3.57
C 0.18 1.38 0.71
C -1.55 -2.00 -2.66
H -0.74 1.43 1.28
H -2.05 -0.54 -0.52
C -0.74 -1.14 -2.04
C 1.43 1.40 1.62
H 1.00 -0.15 -0.51
H 1.43 2.42 2.05
H -1.36 0.79 -1.46
C 0.06 0.00 0.01
H 0.28 -1.06 -2.40
H 0.13 -0.84 0.72
H 0.36 2.15 -0.04
H -2.61 -1.96 -2.39
H 1.87 -0.56 2.31
C 1.43 0.35 2.74
C -1.12 -0.17 -0.95
H 0.42 0.26 3.10
H 2.28 1.42 0.94
H -1.31 -2.76 -3.38
```

Properties
- strongest force on any atom (eV Å⁻¹) = 2.07
- relative energy (zero: lowest compared OMol25 entry of this formula, charge and spin) (eV) = 1.277
- SMILES = C=CCCCCC
- E (eV) = -7485.01772